The molecule C3H8N2O, computed with ωB97M-V with the def2-TZVPD basis set.

The calculation puts the energy above the lowest of the compared OMol25 structures with the same formula, charge and spin at 216.4 kJ/mol. The frontier orbital gap comes out at 9.919 eV. The structure (SMILES) is CN[C@]1(N)CO1. The HOMO energy is -0.3267 hartree. As for the total energy: -303.80972 a.u.

Each line ends with the natural charge from an NBO analysis.
Atoms and positions in Å:
C  -1.81173  -0.21191  0.54472  -0.42
N  -0.77582  -0.42431  -0.45638  -0.61
C  0.48786  0.10996  -0.20068  0.49
N  0.51302  1.48333  0.03732  -0.82
C  1.68132  -0.55817  -0.75407  -0.10
O  1.43888  -0.83591  0.59021  -0.57
H  -2.68102  -0.80284  0.26614  0.21
H  -1.49355  -0.50012  1.55439  0.18
H  -2.10322  0.83852  0.54398  0.19
H  -0.68086  -1.40923  -0.67899  0.37
H  1.45023  1.82961  0.19272  0.38
H  -0.10506  1.78233  0.78052  0.37
H  1.53436  -1.37783  -1.45911  0.17
H  2.54558  0.07658  -0.96077  0.16


A structure of composition C13H32AsNO3PS2, computed with ωB97M-V with the def2-TZVPD basis set.

The calculation puts the energy above the lowest of the compared OMol25 structures with the same formula, charge and spin at 234.9 kJ/mol. The frontier orbital gap comes out at 6.852 eV. The total charge is -1. The HOMO energy is -0.1541 hartree. As for the total energy: -4168.32849 a.u.

Each line ends with the natural charge from an NBO analysis.
Atoms and positions in Å:
C  4.74493  -2.47407  -0.01696  -0.24
O  3.60991  -1.62696  0.16445  -0.55
C  2.38135  -2.33843  0.00733  -0.06
C  1.25488  -1.90907  1.03899  -0.44
C  1.23480  -0.38810  1.46352  -0.77
As  0.12902  0.89766  0.32626  1.30
S  -0.22265  -0.62696  -1.34413  -0.55
C  -1.20165  2.15787  -0.65783  -0.88
C  -0.82374  3.66987  -0.67372  0.41
O  -0.11609  4.26338  -1.49269  -0.59
C  1.74090  1.55361  -0.71312  -0.77
C  1.63089  1.73865  -2.26539  -0.44
C  2.42464  0.72566  -3.19704  -0.05
O  2.97541  -0.43344  -2.56585  -0.73
C  -1.52402  0.25990  1.39046  -0.74
C  -2.59033  -0.56813  0.54819  -0.41
C  -3.91732  -0.65396  1.48317  -0.43
C  -4.68367  -2.05629  1.30507  -0.22
N  -5.88735  -1.93180  0.41610  -0.85
P  0.43806  2.67615  1.83832  0.42
S  1.34506  2.23539  3.51098  -0.72
H  4.81252  -2.72455  -1.12208  0.17
H  4.69403  -3.44065  0.56384  0.16
H  5.67231  -1.93513  0.33822  0.19
H  2.60868  -3.43373  0.24496  0.14
H  1.99451  -2.36669  -1.06038  0.18
H  0.24243  -2.36821  0.81522  0.22
H  1.56679  -2.47576  1.98401  0.19
H  0.88421  -0.41480  2.54283  0.24
H  2.30724  -0.02318  1.55617  0.24
H  -0.58839  -0.06501  -2.53360  0.14
H  -1.39380  1.86412  -1.72677  0.24
H  -2.22618  2.11752  -0.16439  0.22
H  -1.30629  4.33028  0.12624  0.10
H  2.59129  0.84517  -0.45239  0.26
H  2.09266  2.54629  -0.27861  0.21
H  2.09393  2.75285  -2.50519  0.21
H  0.59870  1.81999  -2.70165  0.21
H  3.25927  1.27258  -3.74786  0.15
H  1.72560  0.37049  -4.02482  0.15
H  2.67548  -1.20203  -3.06890  0.47
H  -2.07014  1.15769  1.83382  0.20
H  -1.26727  -0.39445  2.26774  0.21
H  -2.93170  -0.06870  -0.39399  0.21
H  -2.30079  -1.65248  0.40691  0.21
H  -4.58427  0.22655  1.26974  0.19
H  -3.53541  -0.64135  2.55334  0.20
H  -4.98021  -2.45069  2.32751  0.18
H  -4.01838  -2.83711  0.82421  0.19
H  -5.59918  -1.96982  -0.56582  0.35
H  -6.25543  -0.99563  0.60924  0.34
H  -0.86499  3.19644  2.20717  -0.04
H  1.15972  3.78906  1.30913  -0.01


A structure of composition C18H35BaO3S5Sb, computed with ωB97M-V with the def2-TZVPD basis set.

The calculation puts the energy above the lowest of the compared OMol25 structures with the same formula, charge and spin at 5.5 kJ/mol. The frontier orbital gap comes out at 5.784 eV. The HOMO energy is -0.2269 hartree. As for the total energy: -3189.23801 a.u.

Each line ends with the Löwdin charge.
Atoms and positions in Å:
Ba  -0.13290  0.87153  2.25210  1.35
C  -1.44160  -2.46593  0.95817  -0.09
O  -0.52338  -1.95559  1.91016  -0.34
C  0.56341  -2.81476  2.18533  -0.20
C  1.27616  -2.25015  3.39304  -0.19
O  1.98534  -1.05213  3.06660  -0.26
C  3.30030  -1.25200  2.58308  -0.19
C  3.62946  -0.09502  1.65417  -0.19
O  2.73885  0.00632  0.55047  -0.26
C  3.04556  -0.86893  -0.51720  -0.12
H  -1.76286  -3.46986  1.25236  0.10
H  -2.29815  -1.79512  0.96252  0.06
H  -0.98866  -2.50271  -0.03822  0.06
H  0.19814  -3.82653  2.40405  0.14
H  1.22849  -2.87261  1.31117  0.13
H  0.53096  -1.96978  4.13782  0.07
H  1.95611  -2.98229  3.83924  0.14
H  4.01837  -1.27048  3.41414  0.14
H  3.36438  -2.21555  2.06805  0.12
H  3.52529  0.84406  2.20641  0.13
H  4.67507  -0.15294  1.32640  0.14
H  3.98598  -0.58077  -0.99793  0.10
H  3.12161  -1.91025  -0.19012  0.09
H  2.23334  -0.80004  -1.24071  0.01
S  -5.50131  3.35098  6.70518  0.48
C  -4.46361  2.50743  5.73681  -1.54
S  -4.66581  2.32126  4.03848  0.87
C  -3.26484  1.33136  3.71009  -1.19
C  -2.51265  1.01388  4.79403  -1.19
S  -1.02190  0.05472  4.88354  0.28
S  -3.08789  1.65038  6.31438  0.87
S  -3.02732  0.88958  2.00237  0.27
C  0.08178  -0.29117  -4.57652  -0.14
C  0.42580  -0.87348  -3.21129  -0.59
C  -0.15868  -2.27077  -3.04951  -0.15
Sb  -0.11309  0.42013  -1.56185  1.48
C  0.98712  2.16965  -2.17656  -0.57
C  2.41682  1.80597  -2.55691  -0.14
C  0.99883  3.18290  -1.03596  -0.17
C  -2.10946  0.95362  -2.18778  -0.57
C  -2.49375  2.35925  -1.74554  -0.15
C  -3.10843  -0.06536  -1.65272  -0.16
H  0.49886  -0.91853  -5.36884  0.08
H  0.47042  0.71758  -4.71982  0.06
H  -0.99581  -0.25664  -4.73738  0.07
H  1.51664  -0.94952  -3.13981  0.06
H  -1.24921  -2.25666  -3.08507  0.07
H  0.13518  -2.73483  -2.10704  0.05
H  0.17727  -2.92457  -3.85757  0.08
H  0.47741  2.59101  -3.04782  0.09
H  2.92865  1.30572  -1.73084  0.05
H  2.99075  2.70380  -2.79980  0.08
H  2.46383  1.14784  -3.42515  0.06
H  1.56902  2.78257  -0.18833  0.06
H  0.00352  3.44479  -0.68194  0.05
H  1.49832  4.10981  -1.32924  0.08
H  -2.10787  0.91517  -3.27888  0.07
H  -2.45834  2.46461  -0.65744  0.05
H  -3.52496  2.57269  -2.03727  0.08
H  -1.86090  3.12574  -2.19266  0.06
H  -3.16923  -0.03091  -0.56498  0.01
H  -2.86374  -1.08905  -1.94154  0.06
H  -4.11066  0.15058  -2.02993  0.08